[1]
16
Properties=species:S:1:pos:R:3 method="wB97M-V/def2-TZVPD" total_energy_ha=-325.8987 fmax_ev_per_a=2.20 lumo_ev=0.97 smiles="C=CCCC(N)=O" spin_multiplicity=1 homo_ev=-9.5 orbital_gap_ev=10.42
C -1.593 -1.278 1.108
C -0.725 -0.289 1.250
C -0.699 0.860 0.295
C 0.651 1.252 -0.302
C 1.540 0.157 -0.920
N 0.977 -1.014 -1.282
O 2.680 0.502 -1.179
H -1.579 -2.143 1.759
H -2.425 -1.177 0.418
H 0.078 -0.469 1.959
H -1.493 0.834 -0.453
H -0.935 1.745 0.911
H 0.605 2.022 -1.069
H 1.321 1.774 0.384
H 0.008 -1.162 -1.069
H 1.589 -1.613 -1.810

***

[2]
16
Properties=species:S:1:pos:R:3 method="wB97M-V/def2-TZVPD" total_energy_ha=-1251.7085 fmax_ev_per_a=3.92 lumo_ev="0.20 / 0.13" spin_multiplicity=1 homo_ev="-8.0 / -7.6" orbital_gap_ev="8.24 / 7.70"
C 1.464 -1.188 1.110
C -2.342 0.885 -1.105
C 0.315 -0.764 0.150
C 0.040 0.679 0.240
S 0.364 -1.437 -1.480
S 1.118 1.742 -0.599
I -3.769 0.194 0.329
H 2.203 -0.328 1.148
H 0.977 -1.330 2.164
H 2.027 -2.153 0.793
H -1.970 1.922 -1.036
H -1.906 0.181 -1.910
H -0.503 -1.357 0.523
H -0.286 1.065 1.211
H 1.501 -0.962 -1.572
H 0.768 2.851 0.033

***

[3]
24
Properties=species:S:1:pos:R:3 method="wB97M-V/def2-TZVPD" total_energy_ha=-748.7353 fmax_ev_per_a=3.31 lumo_ev=0.52 smiles=CCCCSC.O.O spin_multiplicity=1 homo_ev=-8.5 orbital_gap_ev=8.98
C -0.131 0.484 2.976
C -1.092 -0.271 1.987
C -0.965 0.418 0.624
C -2.047 -0.121 -0.299
S -1.401 -1.236 -1.655
C -0.519 0.002 -2.554
H -0.697 1.317 3.388
H 0.193 -0.180 3.776
H 0.733 0.915 2.470
H -2.045 -0.158 2.469
H -0.695 -1.279 1.817
H 0.001 0.218 0.135
H -0.884 1.517 0.777
H -2.764 -0.780 0.216
H -2.636 0.671 -0.756
H -0.029 -0.443 -3.427
H 0.385 0.394 -2.049
H -1.211 0.823 -2.697
O 3.317 0.379 1.501
H 3.636 -0.515 1.313
H 2.428 0.160 1.827
O 2.774 1.140 -1.163
H 2.138 1.420 -0.497
H 3.513 0.818 -0.642

***

[4]
50
Properties=species:S:1:pos:R:3 method="wB97M-V/def2-TZVPD" total_energy_ha=-8980.3952 fmax_ev_per_a=0.34 lumo_ev=-7.23 total_charge=+2 spin_multiplicity=1 homo_ev=-14.9 orbital_gap_ev=7.68
Zr -1.118 0.963 0.036
O -1.132 -0.302 -1.447
C -0.785 0.064 -2.786
C -1.426 1.410 -3.084
N -1.154 2.360 -1.975
C -2.257 3.331 -1.788
C -3.358 2.688 -0.955
O -4.526 2.803 -1.142
O -2.837 1.955 0.059
C 0.203 3.002 -1.987
C 0.629 2.406 -0.660
O 1.041 1.213 -0.682
O 0.013 2.811 0.384
H 0.040 -1.408 -0.554
H -1.166 -0.686 -3.480
H 0.304 0.112 -2.873
H -2.509 1.279 -3.127
H -1.091 1.814 -4.042
H -2.653 3.685 -2.739
H -1.886 4.182 -1.216
H 0.136 4.085 -1.995
H 0.809 2.638 -2.811
Se 5.439 -2.761 3.647
N 4.766 -3.219 2.074
C 3.658 -2.538 1.926
C 2.796 -2.646 0.762
C 3.093 -3.535 -0.278
C 2.255 -3.642 -1.367
C 1.131 -2.842 -1.401
N 0.867 -1.997 -0.403
C 1.647 -1.856 0.694
C 1.275 -0.933 1.781
N 0.142 -0.192 1.702
C -0.180 0.592 2.731
C 0.584 0.725 3.882
C 1.740 -0.007 3.967
C 2.094 -0.858 2.912
C 3.306 -1.658 2.989
N 4.130 -1.624 4.007
H 3.991 -4.134 -0.198
H 2.456 -4.326 -2.178
H 0.416 -2.849 -2.212
H -1.110 1.160 2.657
H 0.262 1.389 4.671
H 2.388 0.047 4.832
Br -2.978 -0.880 1.339
C -4.660 -0.461 0.389
Br -4.570 -0.887 -1.459
H -4.811 0.604 0.518
H -5.403 -1.077 0.878

***

[5]
156
Properties=species:S:1:pos:R:3 method="wB97M-V/def2-TZVPD" total_energy_ha=-3348.5987 fmax_ev_per_a=3.69 lumo_ev="0.07 / 0.04" spin_multiplicity=3 homo_ev="-7.5 / -7.8" orbital_gap_ev="7.62 / 7.81"
Pt -19.533 -6.897 -1.178
C -18.975 -10.333 -1.220
O -18.187 -10.543 -2.416
O -19.344 -9.058 -1.157
C -20.110 -11.381 -1.119
F -19.638 -12.414 -0.313
F -21.223 -10.919 -0.519
F -20.432 -12.002 -2.281
C -17.080 -11.412 -2.240
C -15.818 -10.757 -1.679
H -15.481 -9.887 -2.238
H -16.022 -10.562 -0.624
H -15.023 -11.503 -1.753
H -16.864 -11.667 -3.285
H -17.354 -12.359 -1.772
H -18.287 -10.524 -0.385
B -19.950 -6.573 1.266
H -20.306 -7.553 0.748
H -20.808 -5.803 1.382
H -19.595 -6.820 2.338
H -19.055 -6.146 0.686
C -13.934 -12.237 -4.942
C -14.006 -10.715 -4.783
O -13.633 -9.942 -5.932
O -12.639 -12.571 -4.448
H -14.128 -12.575 -5.965
H -14.754 -12.691 -4.373
H -13.386 -10.378 -3.946
H -15.002 -10.345 -4.522
H -12.816 -10.354 -6.244
H -12.519 -13.518 -4.610
C -16.621 -13.855 0.931
C -16.782 -14.576 2.247
O -16.771 -13.617 3.308
O -15.360 -13.250 0.644
H -17.466 -13.173 0.808
H -16.789 -14.639 0.189
H -15.992 -15.320 2.403
H -17.711 -15.151 2.296
H -17.095 -14.032 4.112
H -15.326 -12.487 1.235
C -13.301 -14.667 -2.371
C -14.037 -15.443 -1.269
O -13.441 -15.092 -0.026
O -13.576 -15.007 -3.729
H -12.231 -14.737 -2.169
H -13.669 -13.646 -2.282
H -13.923 -16.526 -1.370
H -15.075 -15.118 -1.173
H -13.999 -14.409 0.380
H -13.300 -15.923 -3.851
C -23.576 -12.464 -1.602
C -24.645 -11.952 -0.660
O -25.494 -12.927 -0.061
O -24.088 -13.412 -2.532
H -22.774 -12.985 -1.088
H -23.187 -11.563 -2.086
H -25.286 -11.119 -0.952
H -23.972 -11.557 0.121
H -25.197 -13.772 -0.427
H -24.800 -13.102 -3.096
C -21.183 -16.792 1.118
C -20.576 -15.406 1.161
O -20.302 -14.929 2.459
O -22.552 -16.680 1.536
H -20.711 -17.524 1.784
H -21.162 -17.282 0.138
H -21.230 -14.724 0.608
H -19.677 -15.379 0.539
H -21.082 -14.443 2.744
H -22.901 -17.559 1.701
C -16.666 -10.172 -5.727
C -15.816 -9.703 -6.882
C -16.448 -10.161 -8.214
O -15.742 -9.728 -9.355
C -14.507 -10.385 -9.553
N -15.735 -8.241 -6.912
H -16.279 -9.737 -4.801
H -16.606 -11.253 -5.572
H -17.718 -9.899 -5.726
H -14.821 -10.160 -6.877
H -17.404 -9.635 -8.278
H -16.604 -11.245 -8.213
H -14.245 -10.248 -10.601
H -14.580 -11.462 -9.362
H -13.724 -9.991 -8.899
H -14.938 -7.923 -6.363
H -15.429 -7.947 -7.840
C -21.743 -2.995 -1.494
C -21.257 -4.428 -1.281
C -22.050 -5.433 -2.122
O -21.680 -6.765 -1.751
C -22.707 -7.734 -1.817
N -19.837 -4.591 -1.717
H -22.826 -2.908 -1.368
H -21.413 -2.530 -2.424
H -21.437 -2.294 -0.711
H -21.281 -4.817 -0.260
H -22.012 -5.262 -3.202
H -23.096 -5.340 -1.813
H -22.626 -8.258 -2.773
H -23.713 -7.417 -1.544
H -22.468 -8.510 -1.084
H -19.256 -4.074 -1.053
H -19.825 -3.947 -2.512
C -15.304 -6.797 -2.732
C -16.793 -6.419 -2.658
C -17.611 -7.025 -3.757
O -18.990 -7.069 -3.360
C -19.760 -7.943 -4.186
N -17.255 -6.738 -1.282
H -14.702 -6.374 -1.927
H -14.949 -6.332 -3.660
H -15.103 -7.867 -2.742
H -16.876 -5.331 -2.757
H -17.315 -8.032 -4.052
H -17.485 -6.337 -4.597
H -20.364 -8.626 -3.596
H -19.213 -8.452 -4.977
H -20.442 -7.299 -4.752
H -17.136 -7.749 -1.172
H -16.605 -6.252 -0.679
C -20.022 -11.487 -5.227
C -20.219 -12.747 -6.059
C -18.939 -13.485 -6.427
O -18.055 -13.762 -5.375
C -16.762 -14.119 -5.750
N -21.238 -13.620 -5.398
H -20.832 -11.056 -4.643
H -19.593 -10.623 -5.738
H -19.199 -11.732 -4.545
H -20.644 -12.541 -7.050
H -18.408 -12.808 -7.121
H -19.129 -14.359 -7.064
H -16.265 -13.305 -6.296
H -16.814 -14.896 -6.534
H -16.146 -14.571 -4.978
H -20.847 -13.651 -4.450
H -21.022 -14.560 -5.731
C -15.016 -7.096 1.636
C -15.597 -8.376 2.184
C -15.427 -8.499 3.710
O -16.379 -7.657 4.371
C -16.125 -7.670 5.749
N -16.993 -8.589 1.795
H -14.011 -6.922 2.018
H -15.640 -6.308 2.076
H -15.105 -6.976 0.561
H -15.031 -9.277 1.914
H -14.430 -8.097 3.927
H -15.622 -9.519 4.051
H -16.880 -7.120 6.305
H -15.117 -7.351 6.044
H -16.118 -8.681 6.187
H -17.685 -7.970 2.213
H -17.252 -9.500 2.164

***

[6]
11
Properties=species:S:1:pos:R:3 method="wB97M-V/def2-TZVPD" total_energy_ha=-1064.4407 fmax_ev_per_a=5.84 lumo_ev="-15.68 / -16.88" total_charge=+3 spin_multiplicity=1 homo_ev="-24.9 / -22.8" orbital_gap_ev="9.18 / 5.89"
O 1.522 -2.227 -1.567
C 1.462 -1.026 -1.171
C 0.728 -0.675 -0.212
C 0.272 0.368 0.669
C -0.424 1.565 0.189
H 0.753 0.431 1.647
H -0.376 2.480 0.778
H -0.606 1.673 -0.881
H 0.711 -2.552 -0.747
Sc -2.845 -0.557 0.474
O -1.197 0.521 0.821